Here is a 8-piece molecular cluster, C29H54BBr14ClN3O8S overall from OMol25. Energies are from the ωB97M-V functional and the def2-TZVPD basis.

Last column: Löwdin charge in e.
Positions of all 111 atoms, in Å:
C: 6.916 1.900 2.933  -0.0259
C: 6.151 2.659 1.654  -0.2885
O: 6.578 3.877 1.309  -0.0405
O: 5.097 1.877 0.989  -0.1032
C: 3.961 2.711 0.567  -0.1778
C: 2.630 1.706 0.579  -0.0060
C: 1.860 1.674 2.041  -0.3524
N: 2.394 2.593 3.127  0.0983
C: 3.381 1.968 3.874  -0.0106
O: 4.098 1.268 4.789  -0.0089
O: 1.644 0.231 2.393  -0.0684
B: 0.475 -0.338 1.669  -0.9405
C: -0.576 -1.322 2.463  -0.2046
N: -2.036 -0.922 2.163  -0.0892
C: 1.089 -1.337 0.516  -0.0511
C: 2.467 -2.064 1.123  -0.5359
O: 2.533 -2.674 2.311  -0.0821
Cl: 4.082 -2.042 0.140  0.4730
O: -0.225 0.920 1.238  -0.0559
C: 0.241 2.093 2.051  -0.5225
S: -0.141 1.837 3.906  0.8407
O: 0.044 3.445 1.504  -0.1480
C: -1.178 4.085 2.017  -0.1915
C: -0.920 5.180 3.225  -0.2146
N: -0.564 6.570 2.746  -0.1196
C: 0.891 6.648 2.283  -0.1727
C: 1.014 7.438 0.824  -0.3348
C: 0.222 6.661 -0.403  -0.0771
O: 2.459 7.576 0.453  -0.1531
H: 6.305 0.974 3.334  0.0825
H: 7.980 1.476 2.603  0.0962
H: 7.083 2.730 3.741  0.0935
H: 4.131 2.994 -0.571  0.0781
H: 3.807 3.692 1.185  0.1321
H: 1.872 1.937 -0.282  0.1374
H: 3.084 0.611 0.439  0.1056
H: -0.500 -2.455 2.111  0.0125
H: -0.478 -1.323 3.628  0.1106
H: -2.177 -0.819 1.124  -0.0862
H: -2.271 -0.035 2.666  0.0417
H: 0.334 -2.118 0.079  0.0836
H: 1.475 -0.656 -0.383  0.0980
H: -1.551 1.892 4.108  -0.0864
H: -1.627 4.715 1.108  0.1205
H: -2.038 3.310 2.296  0.1274
H: -0.001 4.779 3.842  0.0999
H: -1.826 5.246 3.990  0.1318
H: -0.586 7.217 3.590  0.1073
H: 1.501 7.274 3.074  0.1286
H: 1.385 5.581 2.232  0.1240
H: 0.563 8.511 1.001  0.1465
H: -0.880 6.451 -0.004  0.0773
H: 0.230 7.387 -1.343  0.0841
H: 0.809 5.647 -0.611  0.0925
H: 2.749 6.711 0.002  0.0308
Br: 3.887 5.421 -2.045  0.6970
C: 2.844 6.898 -2.776  -0.6887
C: 3.314 7.265 -4.165  -0.6863
Br: 4.973 8.288 -4.101  0.6015
H: 2.912 7.722 -2.062  0.0465
H: 1.813 6.531 -2.803  0.0454
H: 2.591 7.925 -4.653  0.0616
H: 3.497 6.397 -4.804  0.0098
Br: 5.274 4.358 -6.287  0.6180
C: 6.641 5.330 -7.283  -0.6874
C: 6.091 6.614 -7.858  -0.7000
Br: 4.993 6.270 -9.432  0.5909
H: 7.030 4.646 -8.041  0.0513
H: 7.428 5.541 -6.552  0.0610
H: 6.903 7.256 -8.212  0.0588
H: 5.471 7.175 -7.152  0.0241
Br: -2.826 -0.645 -1.175  0.6964
C: -1.459 0.327 -2.170  -0.6543
C: -2.009 1.612 -2.745  -0.6919
Br: -3.107 1.267 -4.320  0.5788
H: -1.070 -0.357 -2.929  0.0573
H: -0.672 0.538 -1.439  0.0471
H: -1.197 2.253 -3.099  0.0574
H: -2.629 2.172 -2.040  0.0549
Br: -4.035 -3.664 3.850  0.6029
C: -3.359 -5.177 2.821  -0.7104
C: -1.973 -4.901 2.288  -0.6342
Br: -2.033 -3.704 0.750  0.6836
H: -4.093 -5.383 2.037  0.0097
H: -3.342 -6.014 3.526  0.0512
H: -1.514 -5.821 1.915  0.0540
H: -1.308 -4.441 3.025  0.0593
Br: -4.772 -5.800 -1.127  0.6205
C: -5.683 -7.512 -0.920  -0.7263
C: -5.601 -8.007 0.505  -0.6698
Br: -3.837 -8.742 0.897  0.6241
H: -5.239 -8.199 -1.646  0.0246
H: -6.722 -7.316 -1.201  0.0394
H: -6.297 -8.837 0.665  0.0620
H: -5.794 -7.228 1.247  0.0526
Br: -7.578 -9.153 -3.656  0.6124
C: -6.210 -8.181 -4.652  -0.6821
C: -6.761 -6.897 -5.226  -0.6949
Br: -7.858 -7.241 -6.801  0.5969
H: -5.821 -8.865 -5.410  0.0553
H: -5.423 -7.971 -3.921  0.0414
H: -5.948 -6.255 -5.580  0.0630
H: -7.380 -6.336 -4.521  0.0555
Br: -3.959 -10.146 5.200  0.5898
C: -2.884 -11.666 4.617  -0.6962
C: -3.330 -12.164 3.262  -0.7002
Br: -4.975 -13.203 3.397  0.5878
H: -2.951 -12.424 5.402  0.0504
H: -1.859 -11.287 4.570  0.0593
H: -2.591 -12.854 2.844  0.0588
H: -3.518 -11.361 2.544  0.0041

2S+1: 1
DFT total energy (eV): -1056421.844
Net charge: -1
Kohn-Sham gap (eV): 6.2
LUMO level (eV): 1.47
Energy above the lowest of the compared OMol25 structures with the same formula, charge and spin (kcal/mol): 271.65



Here is a 3-piece molecular cluster, C29H54ClN4O2 overall from OMol25. Energies are from the ωB97M-V functional and the def2-TZVPD basis.

Last column: Löwdin charge in e.
Positions of all 90 atoms, in Å:
C: 1.921 1.282 1.227  -0.0838
C: 2.645 2.389 0.427  -0.2493
C: 1.983 3.767 0.556  -0.1824
C: 0.870 3.935 -0.496  -0.1046
C: -0.485 4.162 0.078  -0.1974
C: -1.618 3.762 -0.638  0.0756
C: -2.865 3.907 -0.162  -0.2113
C: -4.058 3.430 -0.927  -0.5639
Cl: -3.891 1.627 -1.001  0.7363
C: -5.411 3.764 -0.304  -0.2596
C: -5.746 2.969 0.969  -0.1204
C: -2.964 4.497 1.078  0.0469
N: -1.854 4.846 1.685  0.0871
N: -0.617 4.710 1.265  0.1855
H: 1.166 1.667 1.907  0.0637
H: 1.418 0.609 0.535  0.0676
H: 2.646 0.674 1.751  0.0672
H: 3.678 2.440 0.752  0.0976
H: 2.686 2.071 -0.612  0.0896
H: 1.582 3.827 1.561  0.0910
H: 2.751 4.523 0.442  0.1130
H: 1.112 4.703 -1.226  0.1393
H: 0.793 2.993 -1.033  0.1188
H: -1.468 3.300 -1.602  0.1477
H: -4.018 3.746 -1.960  0.1171
H: -5.535 4.834 -0.151  0.1182
H: -6.153 3.463 -1.036  0.1149
H: -6.239 2.038 0.728  0.0647
H: -6.422 3.547 1.594  0.0846
H: -4.865 2.718 1.555  0.0613
H: -3.909 4.662 1.555  0.1444
H: -1.946 5.265 2.606  0.1954
C: 8.677 -1.743 -1.919  -0.0328
C: 8.193 -0.279 -1.891  -0.4955
C: 8.101 0.202 -0.444  -0.1334
C: 6.953 -0.452 0.323  -0.1696
C: 5.628 -0.259 -0.416  -0.1365
C: 5.662 -0.643 -1.898  -0.4908
N: 6.880 -0.128 -2.588  -0.0797
O: 6.700 1.114 -2.915  -0.0191
C: 5.570 -2.174 -2.054  -0.0302
C: 4.398 -0.106 -2.565  -0.0503
C: 9.275 0.506 -2.628  -0.0426
H: 9.731 -1.789 -1.649  0.0881
H: 8.164 -2.393 -1.215  0.0566
H: 8.573 -2.169 -2.918  0.0957
H: 7.964 1.288 -0.428  0.1260
H: 9.046 0.004 0.064  0.1266
H: 7.147 -1.515 0.482  0.1051
H: 6.881 -0.007 1.318  0.1123
H: 4.848 -0.834 0.088  0.1223
H: 5.341 0.795 -0.327  0.1089
H: 5.715 -2.464 -3.096  0.0951
H: 4.583 -2.525 -1.751  0.0847
H: 6.283 -2.723 -1.444  0.0614
H: 4.276 0.966 -2.411  0.0676
H: 3.524 -0.598 -2.137  0.0830
H: 4.403 -0.298 -3.639  0.0937
H: 9.360 0.175 -3.664  0.0941
H: 10.237 0.344 -2.142  0.0878
H: 9.089 1.579 -2.625  0.0797
C: -6.873 -4.470 0.533  -0.0330
C: -5.745 -4.321 1.574  -0.4952
C: -6.249 -3.502 2.761  -0.1319
C: -6.462 -2.030 2.413  -0.1714
C: -5.190 -1.423 1.818  -0.1317
C: -4.576 -2.234 0.671  -0.4873
N: -4.531 -3.694 0.970  -0.0807
O: -3.494 -3.952 1.705  -0.0142
C: -5.357 -1.984 -0.635  -0.0289
C: -3.169 -1.704 0.404  -0.0518
C: -5.435 -5.746 2.024  -0.0408
H: -7.635 -5.152 0.909  0.0886
H: -7.395 -3.543 0.308  0.0557
H: -6.491 -4.885 -0.401  0.0957
H: -5.532 -3.570 3.585  0.1278
H: -7.182 -3.934 3.128  0.1273
H: -7.300 -1.913 1.720  0.1036
H: -6.737 -1.480 3.315  0.1126
H: -5.399 -0.409 1.465  0.1051
H: -4.452 -1.324 2.622  0.1239
H: -5.005 -2.648 -1.426  0.0973
H: -5.206 -0.960 -0.976  0.0464
H: -6.432 -2.111 -0.537  0.0624
H: -2.550 -1.710 1.300  0.0811
H: -3.224 -0.671 0.060  0.0154
H: -2.661 -2.291 -0.363  0.0968
H: -5.076 -6.349 1.189  0.0945
H: -6.341 -6.210 2.411  0.0885
H: -4.690 -5.781 2.817  0.0810

2S+1: 3
⟨S²⟩: 2.008
DFT total energy (eV): -53516.454
Net charge: +1
Kohn-Sham gap (alpha / beta) (eV): 5.1 / 6.0
LUMO level (alpha / beta) (eV): -4.85 / -4.85



Question: What is the formula in the second record?
Answer: C29H54ClN4O2